Entry 1:
Entry from the OMol25 dataset: a cluster of 12 separate species, C37H106N8O13 in total in a non-equilibrium geometry (the ωB97M-V functional and the def2-TZVPD basis).

For the orbital gap, the calculation gives 8.66 eV. As for the SMILES: COC[C@H](C)N.COC[C@H](C)N.COC[C@H](C)N.COC[C@H](C)N.COC[C@H](C)N.COC[C@H](C)N.COC[C@H](C)N.COC[C@H](C)N.OCCO.CO.CO.CO. The energy above the lowest of the compared OMol25 structures with the same formula, charge and spin comes out at 2.557 eV.

CARTESIAN COORDINATES (ANGSTROEM)
C: -5.0428 1.1274 1.2252
C: -4.5300 2.1145 0.0742
O: -5.5756 2.3152 -0.8423
O: -5.2066 -0.1710 0.7261
H: -5.9416 1.6043 1.6162
H: -4.2793 1.2252 1.9968
H: -3.6199 1.7820 -0.4251
H: -4.3296 3.0901 0.5171
H: -5.8887 1.4727 -1.1796
H: -5.2531 -0.8037 1.4466
C: -0.5755 -2.7922 4.9957
C: -1.4632 -2.9273 3.7917
C: -2.3425 -4.2627 3.7739
O: -1.5254 -5.3688 3.5504
C: -2.1378 -6.5771 3.2679
N: -2.4140 -1.8342 3.8826
H: -1.1662 -2.8491 5.9099
H: -0.1460 -1.7904 4.9922
H: 0.2114 -3.5405 5.0906
H: -0.7895 -2.9537 2.9352
H: -3.0914 -4.1374 2.9919
H: -2.8735 -4.3630 4.7205
H: -1.4338 -7.2127 2.7308
H: -2.9778 -6.4812 2.5799
H: -2.3279 -7.0340 4.2391
H: -2.8581 -1.8121 4.7895
H: -3.1569 -1.8447 3.1984
C: -1.7042 8.3976 -0.2048
C: -1.6408 7.8862 1.3222
C: -2.0716 6.4680 1.4347
O: -2.2160 5.9738 2.7453
C: -2.6721 4.6359 2.7538
N: -0.2966 8.0648 1.8097
H: -1.0453 7.8065 -0.8410
H: -1.2690 9.3935 -0.2878
H: -2.6927 8.4050 -0.6641
H: -2.2271 8.5091 1.9978
H: -1.2965 5.8728 0.9520
H: -3.0158 6.3087 0.9139
H: -2.0341 3.9593 2.1853
H: -3.6857 4.5955 2.3551
H: -2.7779 4.3968 3.8120
H: 0.3575 7.5198 1.2663
H: -0.1921 7.5575 2.6768
C: -3.4997 1.1849 -4.1365
C: -3.7620 0.7554 -5.5835
C: -2.6848 -0.2249 -6.0800
O: -2.4651 -1.2522 -5.0314
C: -1.3125 -2.0290 -5.3355
N: -5.1211 0.2285 -5.4891
H: -3.3371 0.3797 -3.4200
H: -4.2947 1.8168 -3.7407
H: -2.6071 1.8058 -4.0601
H: -3.7235 1.6596 -6.1910
H: -1.7768 0.3075 -6.3631
H: -3.1064 -0.6699 -6.9813
H: -0.3690 -1.4834 -5.3223
H: -1.3559 -2.6420 -6.2358
H: -1.1785 -2.8100 -4.5871
H: -5.2827 -0.0492 -4.5316
H: -5.1195 -0.6131 -6.0475
C: 3.8750 -3.1764 -3.5255
C: 3.2837 -3.9951 -2.4128
C: 2.1611 -3.3450 -1.6098
O: 1.9969 -4.0055 -0.3603
C: 0.8577 -3.4941 0.3930
N: 2.8760 -5.3171 -3.0152
H: 4.6920 -3.6719 -4.0501
H: 4.2901 -2.2772 -3.0702
H: 2.9901 -2.8920 -4.0950
H: 4.1272 -4.1562 -1.7415
H: 1.2214 -3.2453 -2.1530
H: 2.4626 -2.3416 -1.3090
H: 1.0250 -2.4422 0.6248
H: 0.6861 -4.0768 1.2981
H: 0.0231 -3.6436 -0.2920
H: 3.6606 -5.7904 -3.4402
H: 2.5630 -5.9342 -2.2796
C: 6.2958 -1.3573 -0.6319
C: 6.8784 -0.1477 -1.3968
C: 6.3519 1.1636 -0.6277
O: 4.9395 1.3211 -0.5295
C: 4.2580 1.4464 -1.7201
N: 8.3254 -0.2653 -1.3482
H: 5.2273 -1.4717 -0.8147
H: 6.5254 -1.3710 0.4336
H: 6.6707 -2.2552 -1.1232
H: 6.4892 -0.1127 -2.4143
H: 6.8027 2.0739 -1.0230
H: 6.6753 1.0753 0.4094
H: 4.4657 0.5794 -2.3472
H: 4.5396 2.3739 -2.2186
H: 3.1885 1.4379 -1.5097
H: 8.6216 0.5862 -1.8035
H: 8.5934 -0.1633 -0.3798
C: 2.4613 5.0497 3.0723
C: 1.5662 4.6049 1.8868
C: 1.9522 5.2427 0.5269
O: 1.6685 6.6294 0.5040
C: 1.8708 7.1815 -0.8447
N: 1.6195 3.1098 1.8285
H: 2.2855 4.4428 3.9605
H: 2.1731 6.0515 3.3908
H: 3.5041 5.1967 2.7910
H: 0.5239 4.9100 1.9790
H: 1.3859 4.7285 -0.2496
H: 3.0014 5.0490 0.3036
H: 1.8232 8.2705 -0.8363
H: 1.0480 6.8100 -1.4555
H: 2.8187 6.7834 -1.2068
H: 2.6104 2.9733 1.6887
H: 1.4299 2.8536 2.7869
C: 1.1811 -8.4390 0.3658
C: 0.3945 -7.5819 -0.6495
C: -0.8207 -6.9904 -0.0504
O: -1.7223 -6.6128 -1.1488
C: -2.5569 -5.5378 -0.7493
N: 1.2589 -6.5157 -1.1554
H: 1.5639 -7.8597 1.2059
H: 2.0947 -8.9537 0.0681
H: 0.5128 -9.1646 0.8295
H: 0.1545 -8.2415 -1.4834
H: -0.4717 -6.2510 0.6704
H: -1.3277 -7.7519 0.5422
H: -2.0490 -4.5819 -0.6217
H: -3.0258 -5.8199 0.1934
H: -3.3513 -5.4886 -1.4941
H: 0.6631 -5.9916 -1.7803
H: 1.4426 -5.8857 -0.3877
C: 0.7215 0.5796 0.0910
C: -0.7865 0.8364 0.1126
C: -1.5031 -0.5045 0.6314
O: -1.4374 -1.6627 -0.1470
C: -2.2554 -1.5449 -1.3331
N: -1.0781 1.9866 0.9420
H: 0.8347 -0.2833 -0.5652
H: 1.1865 0.4715 1.0709
H: 1.2044 1.4258 -0.3977
H: -1.0894 1.1461 -0.8875
H: -2.5656 -0.3021 0.7663
H: -1.1389 -0.6842 1.6430
H: -1.8737 -0.8787 -2.1068
H: -3.2721 -1.2509 -1.0721
H: -2.2999 -2.5465 -1.7609
H: -0.8020 1.7599 1.8867
H: -0.2621 2.5523 0.7570
C: -1.7482 1.4661 4.1488
O: -0.8129 0.4801 3.9139
H: -2.3273 1.3467 5.0644
H: -1.2260 2.4154 4.2675
H: -2.4521 1.5367 3.3195
H: -1.2916 -0.3472 3.8241
C: -1.4545 4.1575 -1.5616
O: -0.8890 5.1544 -2.3656
H: -0.6894 3.8316 -0.8569
H: -2.3013 4.4406 -0.9365
H: -1.8230 3.3091 -2.1383
H: -1.3433 5.2122 -3.2093
C: 3.4645 -0.6594 2.2699
O: 4.3662 -1.6769 2.7096
H: 2.5092 -0.9876 1.8603
H: 3.2950 0.0923 3.0408
H: 3.9428 -0.1553 1.4301
H: 4.0866 -2.1362 3.5049

Cartesian forces, eV/Å:
1.64 2.37 -0.90
-1.11 -1.21 1.13
-0.34 0.43 -0.61
-0.08 -0.23 -0.30
-0.39 -0.35 -0.07
0.15 -0.49 0.27
0.12 -0.33 0.17
0.05 -0.09 0.14
0.10 -0.18 0.03
-0.12 0.07 0.04
0.21 0.01 0.79
-1.31 -2.20 0.74
1.24 0.99 -0.01
1.18 1.07 -0.60
0.29 -0.65 0.16
0.09 0.95 -0.64
-0.15 -0.09 0.16
0.29 -0.06 -0.02
-0.06 0.00 -0.30
-0.57 0.50 -0.55
-0.14 -0.12 -0.35
-0.14 0.12 0.37
0.23 0.05 0.19
-0.50 0.07 0.36
-0.82 -0.50 -0.21
0.09 -0.11 0.21
0.10 -0.18 -0.28
0.38 -0.32 1.37
0.09 1.25 -0.92
-0.52 -1.06 -0.65
0.31 0.49 0.33
-0.42 0.78 0.51
0.94 0.08 0.30
-0.09 -0.50 0.12
-0.23 0.17 0.39
-0.08 -0.10 0.29
-0.64 0.11 -0.39
0.10 -0.30 -0.49
-0.27 -0.06 -0.31
0.12 -0.12 0.11
-0.21 -0.10 -0.36
0.34 -0.42 -0.07
0.01 0.22 -0.61
-0.38 0.26 0.74
1.11 1.10 0.35
0.33 0.15 2.19
-1.13 -0.55 1.24
0.66 0.91 -1.89
0.14 -0.87 0.60
0.24 -0.49 -1.13
-0.19 -0.32 -0.37
-0.25 -0.04 -0.23
0.28 0.07 -0.06
-0.10 -0.08 -0.35
0.25 -0.10 0.33
0.26 -0.50 -0.19
-0.10 0.50 -0.19
-0.39 0.48 -0.58
-0.34 0.22 0.51
-0.12 -0.21 -0.05
-0.64 -0.28 -0.07
-0.98 1.20 0.73
0.83 -2.29 -0.22
0.71 0.43 0.63
-0.42 -0.19 0.91
0.93 -0.54 -1.62
-0.15 1.30 0.33
-0.47 -0.15 -0.20
0.10 0.29 -0.17
0.53 0.11 -0.98
-0.11 -0.09 0.71
-0.24 -0.33 -0.24
0.20 0.54 -0.51
-0.25 0.07 0.02
0.38 -0.10 -0.04
-0.43 0.47 0.40
0.31 0.30 -0.14
-0.11 -0.24 0.09
-0.28 -0.25 -1.55
-1.74 0.24 2.32
0.09 -0.91 -0.35
0.74 -0.35 1.34
-0.21 -0.26 -0.63
-0.50 0.83 -0.68
-0.25 0.42 0.48
-0.04 0.11 -0.07
0.46 -0.14 0.29
0.40 -0.21 -0.13
0.11 0.20 -0.38
0.13 -0.05 0.05
-0.09 0.06 -0.46
-0.06 0.11 -0.37
0.05 0.16 0.06
0.86 0.12 -0.14
0.25 -0.10 0.28
-1.13 1.53 -0.44
0.46 0.21 -0.05
-0.11 -0.64 0.41
0.81 0.17 -0.89
-0.52 -1.08 1.04
-0.02 1.61 -0.69
0.38 -0.29 -0.18
-0.15 0.24 -0.02
0.13 -0.70 0.03
-0.13 -0.05 0.67
-0.25 -0.09 -0.19
0.42 0.11 0.01
0.22 -0.16 0.40
0.07 -0.07 -0.29
0.08 0.35 -0.22
0.34 -0.82 -0.01
0.03 -0.54 0.13
-0.29 0.19 0.86
2.20 -0.98 -0.16
-1.28 -1.30 -0.60
1.42 0.81 1.54
-0.55 -0.89 -0.09
-0.78 -0.97 0.24
-0.25 0.57 0.14
-0.32 0.01 -0.89
-0.02 -0.24 -0.12
-0.32 0.07 -0.09
-0.54 0.89 -0.32
-0.40 -0.10 0.07
0.19 0.02 -0.12
-0.20 0.24 0.28
0.09 0.33 -0.04
0.05 0.37 -0.40
0.34 0.18 0.02
-0.44 -0.04 -1.18
0.42 -1.75 0.53
-0.67 2.11 0.09
0.10 0.32 -1.17
0.25 -0.77 0.46
-0.26 0.12 0.51
0.61 -0.31 0.20
-0.30 -0.24 -0.02
0.15 0.04 0.01
-0.22 -0.55 -0.28
-0.32 0.47 0.07
0.47 -0.32 -0.15
0.29 0.20 0.21
-0.10 0.17 0.14
0.04 0.01 -0.04
-0.34 -0.54 0.58
0.03 0.89 -0.25
-0.58 0.94 0.19
1.34 -0.04 0.03
-0.07 -0.32 0.26
-0.01 0.09 -0.21
-0.17 0.28 -0.11
-0.49 -0.71 -0.02
-0.20 -0.80 0.51
0.18 0.60 -0.22
0.03 -0.13 -0.20
-0.14 0.64 -0.07
0.26 -0.23 -0.13
-0.13 -0.02 0.09
0.47 0.16 -0.05
-0.02 0.12 -0.50
-0.08 -0.56 0.37
-0.14 0.00 0.15
0.26 -0.01 0.05
-0.41 0.25 -0.03

=====

Entry 2:
Entry from the OMol25 dataset: a cluster of 2 separate species, C4H9NO in total in a non-equilibrium geometry (the ωB97M-V functional and the def2-TZVPD basis).

For the orbital gap, the calculation gives 8.91 eV. As for the SMILES: C=CN.CC=O. The energy above the lowest of the compared OMol25 structures with the same formula, charge and spin comes out at 2.153 eV.

CARTESIAN COORDINATES (ANGSTROEM)
C: -1.3777 0.7396 1.1594
C: -0.5581 -0.0573 1.8717
N: 0.3396 -0.9731 1.3913
H: -1.5973 0.7834 0.1083
H: -2.0480 1.3577 1.7375
H: -0.5096 0.1330 2.9411
H: 0.2303 -1.3475 0.4534
H: 0.8244 -1.5142 2.0795
O: 0.4802 -1.7305 -1.4690
C: 0.2054 -0.6008 -1.7739
C: 1.0500 0.6089 -1.6068
H: -0.8305 -0.2884 -2.0560
H: 0.4105 1.4912 -1.6243
H: 1.6997 0.7006 -2.4880
H: 1.6812 0.6975 -0.7242

Cartesian forces, eV/Å:
-0.46 -0.09 0.98
-0.16 0.83 -0.82
-0.06 0.08 0.05
0.40 -0.47 -0.36
0.09 0.22 0.09
-0.02 -0.29 -0.07
0.18 -0.05 0.69
0.07 -0.29 -0.21
0.12 -0.15 -0.45
-0.86 0.70 0.97
0.66 0.93 -0.58
0.15 -0.71 -0.45
-0.07 -0.03 -0.01
0.01 -0.06 0.08
-0.05 -0.62 0.08

=====

Entry 3:
Entry from the OMol25 dataset: a cluster of 2 separate species, H2N2O5Si in total in a non-equilibrium geometry (the ωB97M-V functional and the def2-TZVPD basis).

For the orbital gap (spin up / spin down), the calculation gives 8.17 / 8.17 eV. The energy above the lowest of the compared OMol25 structures with the same formula, charge and spin comes out at 3.091 eV.

CARTESIAN COORDINATES (ANGSTROEM)
N: -1.8026 -0.5755 0.3743
N: 1.1671 -0.5632 -1.1824
O: -2.5716 -0.3553 -0.4230
O: -1.6129 -1.4942 1.0836
O: 0.1445 -1.0873 -1.6102
O: 2.1808 -0.2768 -1.7508
O: -0.8693 0.5536 0.6157
Si: 0.6969 0.9164 0.7716
H: 1.4161 0.6470 2.0517
H: 1.2510 2.2353 0.0694

Cartesian forces, eV/Å:
2.70 -0.92 2.29
-1.60 2.25 2.99
-2.62 1.22 -2.89
0.40 -0.54 0.66
1.22 0.01 -0.15
0.28 -0.73 -0.97
-0.49 1.14 0.32
1.59 -0.86 -2.74
-0.44 -0.12 -0.38
-1.04 -1.46 0.87